No. 1
Density functional theory data (ωB97M-V with the def2-TZVPD basis set) for a structure of composition C58H48N5O2PSTi at a distorted geometry.

Each line ends with the Löwdin charge.
Element x y z (Å)
Ti: 0.82550 -0.71172 0.01986  1.079
N: 6.38502 0.70990 -1.64515  0.046
C: 5.42381 0.13914 -0.86166  -0.968
S: 5.15265 0.77615 0.68641  0.540
N: 4.83001 -0.89587 -1.46548  -0.045
N: 3.76550 -1.41827 -0.86908  -0.021
C: 3.53108 -2.63603 -1.22441  -0.117
C: 2.46874 -3.42224 -0.63677  -0.248
C: 2.50225 -4.81169 -0.80901  -0.018
C: 1.62288 -5.61660 -0.12089  -0.044
C: 0.71437 -5.02313 0.74976  -0.035
C: 0.69588 -3.65198 0.82939  -0.112
N: 1.51291 -2.84863 0.13060  0.027
H: 7.01595 1.33731 -1.18149  0.063
H: 6.72550 0.18160 -2.43229  0.082
H: 4.23903 -3.13703 -1.87824  0.116
H: 3.25553 -5.23333 -1.46158  0.115
H: 1.65410 -6.69200 -0.23648  0.112
H: 0.03442 -5.61101 1.35030  0.113
H: 0.00033 -3.15487 1.48919  0.104
O: 0.71470 0.97115 -0.27548  -0.220
C: 1.30379 2.00199 -1.02498  -0.381
C: 2.51311 1.38379 -1.76305  -0.053
C: 2.13316 0.25081 -2.66656  -0.225
C: 2.60344 0.17252 -3.96810  0.005
C: 2.18926 -0.87237 -4.77402  -0.024
C: 1.24951 -1.77189 -4.29616  -0.015
C: 0.80416 -1.64381 -2.99099  -0.262
C: -0.27933 -2.55927 -2.46723  -0.029
C: -1.35927 -1.92463 -1.54452  -0.365
O: -0.74205 -1.32621 -0.42197  -0.207
C: -2.25104 -3.07638 -1.05616  -0.170
C: -2.86636 -3.94172 -1.95704  -0.028
C: -3.70716 -4.94878 -1.50829  -0.071
C: -3.96258 -5.09395 -0.15040  -0.086
C: -3.36890 -4.22496 0.75164  -0.065
C: -2.52094 -3.22192 0.29898  -0.047
C: -2.25454 -0.92207 -2.31653  -0.102
C: -3.58643 -0.75715 -1.93288  -0.024
C: -4.44559 0.06467 -2.64642  -0.071
C: -3.98984 0.75061 -3.76269  -0.086
C: -2.66278 0.62588 -4.13558  -0.077
C: -1.80353 -0.19155 -3.41502  -0.010
N: 1.30528 -0.69513 -2.18392  0.105
C: 0.28699 2.63377 -1.97387  -0.130
C: -1.04721 2.67032 -1.58596  -0.005
C: -1.98123 3.38225 -2.32041  -0.072
C: -1.59929 4.04257 -3.47941  -0.091
C: -0.28057 3.96625 -3.90432  -0.075
C: 0.65844 3.26805 -3.15521  -0.039
C: 1.81764 3.09353 -0.06911  -0.124
C: 2.37628 4.27177 -0.55272  -0.021
C: 2.85761 5.23365 0.32260  -0.074
C: 2.77418 5.03860 1.69384  -0.087
C: 2.21578 3.86705 2.18112  -0.066
C: 1.74608 2.89752 1.30618  -0.015
H: 3.16355 1.02479 -0.96180  0.056
H: 3.06882 2.14072 -2.30956  0.127
H: 3.30076 0.91325 -4.33549  0.123
H: 2.57154 -0.96921 -5.78319  0.115
H: 0.85215 -2.55145 -4.93249  0.121
H: 0.18458 -3.36820 -1.90114  0.119
H: -0.77796 -3.00913 -3.32004  0.121
H: -2.71331 -3.81660 -3.02319  0.119
H: -4.17012 -5.61611 -2.22482  0.104
H: -4.63107 -5.87289 0.19539  0.102
H: -3.56978 -4.32219 1.81199  0.108
H: -2.08355 -2.52339 0.99920  0.088
H: -3.96509 -1.28702 -1.06858  0.114
H: -5.48046 0.15148 -2.33659  0.104
H: -4.66240 1.38362 -4.33010  0.105
H: -2.28163 1.17295 -4.98901  0.108
H: -0.77651 -0.24737 -3.73912  0.100
H: -1.33847 2.13661 -0.69343  0.105
H: -3.01140 3.41778 -1.98560  0.101
H: -2.32321 4.60614 -4.05696  0.102
H: 0.02663 4.46462 -4.81550  0.102
H: 1.68235 3.23152 -3.50880  0.107
H: 2.43185 4.45344 -1.61914  0.108
H: 3.30418 6.13807 -0.07457  0.103
H: 3.15115 5.79058 2.37521  0.100
H: 2.15506 3.70007 3.25075  0.100
H: 1.33811 1.97442 1.69120  0.091
C: -1.38288 2.68031 6.97611  -0.092
C: -0.27382 2.52812 6.15390  -0.079
C: -0.28012 1.58473 5.13607  -0.103
C: -1.39856 0.77895 4.92562  -0.387
C: -2.50134 0.93236 5.76300  -0.105
C: -2.49805 1.87923 6.77926  -0.089
P: -1.53163 -0.48860 3.58393  1.099
C: -2.25531 0.63427 2.31477  -0.362
C: -1.93036 1.98585 2.19673  -0.080
C: -2.74944 2.84508 1.48018  -0.086
C: -3.90477 2.37032 0.87261  -0.091
C: -4.22419 1.02384 0.95857  -0.091
C: -3.40449 0.16377 1.67791  -0.119
C: 0.26047 -0.82298 3.28323  -0.409
C: 0.83647 -1.28190 4.47978  -0.146
C: 2.17651 -1.60877 4.56702  -0.075
C: 2.96582 -1.49375 3.43254  -0.071
C: 2.38081 -1.10956 2.24246  -0.162
C: 1.01773 -0.77746 2.10214  -0.219
H: -1.37469 3.41747 7.77007  0.100
H: 0.60246 3.14681 6.30708  0.102
H: 0.59821 1.47016 4.51110  0.103
H: -3.37125 0.30066 5.61612  0.097
H: -3.36488 1.98821 7.42043  0.101
H: -1.05876 2.38384 2.69875  0.098
H: -2.48626 3.89435 1.40867  0.112
H: -4.55962 3.04755 0.33672  0.103
H: -5.13201 0.65273 0.49616  0.101
H: -3.67448 -0.88144 1.78630  0.083
H: 0.20950 -1.35650 5.36199  0.098
H: 2.60412 -1.92896 5.50986  0.104
H: 4.02427 -1.72170 3.46468  0.108
H: 3.03859 -1.04816 1.38328  0.026

## Properties
**Molecular weight**: 957.96 g/mol
**Lowest unoccupied orbital energy**: -0.40 eV
**E_HOMO**: -6.931 eV
**Energy relative to the best compared isomer or geometry (same formula, charge and spin)**: 17.5 kcal/mol



No. 2
Density functional theory data (ωB97M-V with the def2-TZVPD basis set) for a cluster of 2 separate species, H4S2 in total.

Each line ends with the Löwdin charge.
Element x y z (Å)
S: 0.27593 -4.15995 0.15993  0.451
H: 0.43915 -2.82643 0.07745  -0.226
H: 1.20604 -4.26611 1.12706  -0.225
S: -0.79461 4.17420 -0.88391  0.451
H: 0.36449 3.81518 -0.30138  -0.226
H: -1.49100 3.26312 -0.17915  -0.225

## Properties
**Molecular weight**: 68.17 g/mol
**SMILES string**: S.S
**Lowest unoccupied orbital energy**: 0.69 eV
**E_HOMO**: -9.840 eV
**Energy relative to the best compared isomer or geometry (same formula, charge and spin)**: 1.3 kcal/mol



No. 3
Density functional theory data (ωB97M-V with the def2-TZVPD basis set) for a structure of composition C2HLiMnO2 at a distorted geometry.

Each line ends with the Löwdin charge.
Element x y z (Å)
O: 1.49935 -1.78752 0.57161  0.210
C: 0.74044 -0.90282 0.65819  -0.306
C: -0.13093 0.07624 0.61785  -0.232
H: -0.09162 0.76015 1.47540  0.049
Mn: -1.98718 0.02313 -0.49614  1.109
Li: 0.55100 1.56597 -1.10919  0.776
O: -0.58106 0.26484 -1.71773  -0.606

## Properties
**Molecular weight**: 118.91 g/mol
**Total charge**: +1
**Expectation value of S²**: 12.01
**Lowest unoccupied orbital energy (alpha / beta)**: -5.71 / -6.31 eV
**2S+1**: 7
**E_HOMO (alpha / beta)**: -13.508 / -13.702 eV



No. 4
Density functional theory data (ωB97M-V with the def2-TZVPD basis set) for a cluster of 2 separate species, C2H6IOP in total at a distorted geometry.

Each line ends with the Löwdin charge.
Element x y z (Å)
C: -0.53938 0.93583 -0.94836  -0.393
P: -0.11223 1.40271 0.82938  0.790
C: 1.48367 0.93189 1.15262  -0.995
I: 2.86165 0.04137 -0.16227  0.723
H: -1.58313 0.88508 -1.07654  -0.011
H: 0.04300 -0.06340 -1.23427  0.040
H: -0.05624 1.69012 -1.58847  0.026
H: 1.97120 1.45214 1.88072  -0.105
O: -1.04923 -1.91780 1.45841  -0.125
H: -1.11126 -1.08434 0.92741  -0.022
H: -0.76300 -1.50131 2.34291  0.070

## Properties
**Molecular weight**: 203.95 g/mol
**SMILES string**: C/P=C\I.O
**Lowest unoccupied orbital energy**: -0.51 eV
**E_HOMO**: -9.071 eV
**Energy relative to the best compared isomer or geometry (same formula, charge and spin)**: 63.4 kcal/mol



No. 5
Density functional theory data (ωB97M-V with the def2-TZVPD basis set) for a structure of composition C24H23Br4N3O6SYb at a distorted geometry.

Each line ends with the Löwdin charge.
Element x y z (Å)
Yb: 6.95822 13.11699 13.04991  1.682
C: 4.11154 13.92574 13.80385  -0.135
C: 4.23562 12.76480 14.75696  -0.132
O: 5.56853 12.26339 14.65444  -0.266
C: 5.90607 11.05348 15.41263  -0.083
C: 7.08368 10.33339 14.76472  -0.151
O: 7.15411 10.61718 13.35490  -0.210
C: 8.19436 10.00471 12.60118  -0.049
C: 6.28828 10.39874 10.87760  -0.081
O: 5.97049 11.65780 11.31028  -0.216
C: 5.14126 12.55971 10.56256  -0.105
C: 4.04796 12.86454 11.52262  -0.120
O: 4.69585 13.62327 12.54297  -0.237
H: 4.70751 14.76351 14.15612  0.119
H: 3.02538 14.17199 13.65277  0.168
H: 3.60727 11.86651 14.54242  0.147
H: 4.04228 13.21645 15.74839  0.158
H: 5.00932 10.43263 15.52144  0.133
H: 6.15605 11.38022 16.43413  0.135
H: 7.03866 9.26632 15.01752  0.148
H: 7.96488 10.77160 15.24721  0.053
H: 8.27808 8.98354 12.94691  0.139
H: 9.11616 10.57208 12.77099  0.160
H: 5.66884 9.61639 11.30963  0.152
H: 6.24062 10.35057 9.78602  0.169
H: 4.79467 12.05218 9.74758  0.116
H: 5.80035 13.42648 10.27830  0.140
H: 3.71003 11.95282 11.96930  0.136
H: 3.20646 13.38255 11.01054  0.163
Br: 7.00462 16.91577 18.80166  0.721
C: 7.45385 15.62530 17.49465  -0.747
C: 8.10522 14.44378 17.90798  -0.756
Br: 8.46414 14.24282 19.74545  0.735
C: 8.37169 13.46813 16.95966  -0.625
Br: 9.14027 11.81517 17.44772  0.821
C: 8.05153 13.61132 15.60604  -0.395
O: 8.22730 12.75213 14.59325  -0.245
C: 7.47902 14.82634 15.23871  -0.421
O: 7.18279 14.93394 13.95703  -0.244
C: 7.12228 15.81248 16.15352  -0.624
Br: 6.34126 17.45564 15.57584  0.757
N: 8.71953 9.97014 9.08037  0.088
C: 8.25704 8.69408 9.35364  -0.201
C: 8.30597 7.55723 8.50349  0.021
C: 7.63713 6.47322 9.01008  -0.066
C: 6.91760 6.47550 10.23841  -0.068
C: 7.10471 7.51057 11.12842  -0.017
C: 7.72822 8.67453 10.62695  -0.188
N: 7.75190 10.01926 11.16519  -0.063
C: 8.71797 10.80032 10.30972  -0.161
C: 8.40160 12.16446 10.14893  -0.384
C: 8.38416 12.76198 8.88681  -0.351
S: 8.34930 14.44137 9.03619  1.063
C: 8.36586 14.32992 10.74346  -0.479
N: 8.41346 13.10869 11.16314  -0.084
H: 9.63184 9.88741 8.71736  0.127
H: 8.80368 7.57500 7.53508  0.125
H: 7.58126 5.52296 8.47403  0.117
H: 6.29107 5.61960 10.46924  0.110
H: 6.68007 7.50281 12.15876  0.133
H: 8.28686 12.34690 7.93545  0.055
H: 8.24063 15.22216 11.42993  0.114

## Properties
**Molecular weight**: 974.19 g/mol
**Total charge**: +1
**Expectation value of S²**: 0.75
**Lowest unoccupied orbital energy (alpha / beta)**: -2.53 / -2.53 eV
**2S+1**: 2
**E_HOMO (alpha / beta)**: -9.534 / -9.534 eV
**Energy relative to the best compared isomer or geometry (same formula, charge and spin)**: 16.1 kcal/mol



No. 6
Density functional theory data (ωB97M-V with the def2-TZVPD basis set) for a cluster of 2 separate species, C11H25N2 in total at a distorted geometry.

Each line ends with the Löwdin charge.
Element x y z (Å)
C: -1.31479 -4.45435 1.01764  0.038
N: -0.12336 -3.59785 1.08911  -0.039
C: 1.08146 -4.00541 1.06292  0.033
C: 2.07182 -2.92839 1.28347  -0.089
C: 1.19709 -1.68347 1.52833  -0.077
C: -0.21945 -2.12060 1.12316  -0.338
N: -1.38029 -1.65357 1.80971  0.099
H: -2.16984 -3.82381 0.80793  0.097
H: -1.17313 -5.21459 0.25971  0.107
H: -1.47067 -4.91779 1.98843  0.112
H: 1.34835 -5.04441 0.92767  0.167
H: 2.87511 -2.86759 0.55558  0.137
H: 2.57415 -3.20959 2.21718  0.139
H: 1.48741 -0.77903 1.00317  0.114
H: 1.24759 -1.41814 2.58390  0.126
H: -0.36529 -1.83171 0.07650  0.162
H: -1.28529 -1.71142 2.81811  0.103
H: -1.52814 -0.68067 1.57764  0.086
C: -2.07639 1.26655 -1.84604  -0.101
C: -0.56216 1.15357 -1.69611  -0.269
C: -0.03302 1.73979 -0.38782  -0.243
C: -0.28493 3.23504 -0.19498  -0.224
C: 0.28858 4.12258 -1.29791  -0.263
C: 1.80684 4.03470 -1.42480  -0.107
H: -2.40184 2.30633 -1.86340  0.072
H: -2.41166 0.80432 -2.77435  0.074
H: -2.59171 0.76882 -1.02018  0.069
H: -0.07189 1.63513 -2.54447  0.104
H: -0.27805 0.09596 -1.74676  0.089
H: 1.04174 1.54089 -0.31950  0.095
H: -0.49591 1.20195 0.45279  0.087
H: 0.14437 3.53839 0.76457  0.112
H: -1.35957 3.41646 -0.11282  0.105
H: 0.00864 5.15583 -1.08421  0.109
H: -0.17405 3.87714 -2.25744  0.101
H: 2.29213 4.30529 -0.48495  0.077
H: 2.17137 4.71396 -2.19475  0.074
H: 2.13475 3.02969 -1.69700  0.063

## Properties
**Molecular weight**: 185.34 g/mol
**Total charge**: +1
**Lowest unoccupied orbital energy**: -4.11 eV
**E_HOMO**: -13.307 eV
**Energy relative to the best compared isomer or geometry (same formula, charge and spin)**: 0.0 kcal/mol